14
Properties=species:S:1:pos:R:3:nbo_charge:R:1 method="wB97M-V/def2-TZVPD" homo_lumo_gap_ev="7.48 / 7.22" e_tot_ha=-565.23292 e_homo_ev="-14.0334 / -13.4963" max_force_ev_per_a=2.65 spin_multiplicity=1 charge=+1 de_lowest_ev=3.155
C -0.210 0.024 -0.932 0.0075
C 1.045 -1.170 0.579 -0.0525
C -0.821 0.778 0.033 -0.0594
C 0.768 -0.189 1.440 0.2284
C 2.892 1.782 3.861 1.0598
C -0.094 2.011 1.822 1.0745
N 0.809 -0.766 -0.682 -0.2816
N -0.041 0.875 1.227 -0.4873
O 3.808 1.874 4.523 -0.4330
O -0.464 2.984 2.271 -0.2309
O 1.967 1.677 3.177 -0.6074
H -0.548 0.055 -1.962 0.2667
H 1.602 -2.070 0.776 0.2592
H -1.744 1.324 -0.053 0.2559


14
Properties=species:S:1:pos:R:3:nbo_charge:R:1 method="wB97M-V/def2-TZVPD" homo_lumo_gap_ev=9.15 e_tot_ha=-1232.02331 e_homo_ev=-9.0937 max_force_ev_per_a=3.87 spin_multiplicity=1 de_lowest_ev=0.000
C 2.438 -0.703 0.065 0.5417
C 0.363 0.313 -0.108 0.5300
C -1.187 0.286 -0.118 -0.3050
C -1.964 1.396 0.038 -0.2096
C -3.339 0.955 0.058 -0.2502
C -3.451 -0.441 0.189 -0.4387
H -1.573 2.407 0.071 0.2557
H -4.181 1.595 -0.112 0.2319
H -4.307 -1.223 0.338 0.2590
N 1.041 1.397 -0.217 -0.5902
O 3.222 -1.639 0.006 -0.5451
O 1.070 -0.821 -0.023 -0.4752
S 2.698 0.998 0.105 0.4670
S -1.993 -1.231 -0.067 0.5287